Below is a structure of composition C35H70BrNO9S at a distorted geometry, with properties calculated with wB97M-V/def2-TZVPD.

Structure (XYZ):
```
117
Properties=species:S:1:pos:R:3:lowdin_charge:R:1
H -5.5276 -1.6785 -3.7242 0.072
C -0.2395 0.9096 -2.5727 -0.489
H -3.6564 0.0966 -4.1555 0.109
H 0.1828 2.9348 -2.5485 0.081
H 2.4020 11.1585 -0.2295 0.118
H -2.4612 -3.9543 0.5055 0.058
C -0.1138 -0.1239 -3.7679 -0.708
C -1.3208 -4.4333 -1.3786 -0.231
H -0.5669 0.9773 1.8564 0.105
H 0.6073 -5.7876 6.7062 0.115
H 1.1871 5.6527 -5.1995 0.119
H 2.1360 5.8404 -1.5060 0.119
H 4.5984 11.6197 0.6767 0.113
O 3.3030 0.3236 -3.2393 -0.272
H -2.1552 0.3263 1.4243 0.105
H 5.0130 9.9001 0.7016 0.116
H 2.1369 -6.0704 -0.7230 0.110
H -1.2443 -7.0637 7.6476 0.112
C 0.1558 6.2154 -2.2659 -0.199
H -0.2473 5.6584 -1.4172 0.113
C -4.5569 -3.1447 4.2976 -0.168
C -3.5473 -3.2539 3.1689 -0.218
H -3.7501 -1.0509 -5.6177 0.110
C -0.3717 -0.9308 0.8277 -0.194
H -0.2460 -6.3512 -0.8686 0.099
C -0.2848 -5.8631 6.0776 -0.172
H -2.3656 1.0314 -2.0087 0.124
C 2.2344 -1.0384 0.7136 -0.191
C 0.9630 -1.0957 1.6584 -0.167
C 4.9975 10.7195 -1.2872 -0.175
H -0.1737 1.9772 -0.2070 0.112
H -0.6892 -3.6891 0.6602 0.039
O 1.0900 0.7968 -1.9838 -0.198
H -2.9537 -4.9296 7.7836 0.115
H 4.7081 11.6636 -1.7577 0.115
C 4.4858 10.6772 0.1408 -0.176
H 1.7191 7.5591 -1.5372 0.091
H 3.0400 -2.5380 2.1091 0.102
H 3.8097 -2.9593 -0.9058 0.115
H 1.2373 -6.1513 -3.0486 0.105
H -4.0841 -1.7792 -2.6015 0.070
H 3.2022 6.5535 -3.5789 0.113
C -1.4629 -4.3356 0.1853 -0.110
H -1.9309 2.1232 -0.0447 0.113
H -4.1908 -2.9463 -3.9366 0.076
C -1.4209 0.6583 -1.5585 -0.099
H -1.7234 -2.1886 -4.8971 0.132
H -3.1536 -4.2663 3.0540 0.108
C 2.1056 -5.1457 -1.3363 -0.188
H -4.2815 -3.8211 5.1120 0.109
H 1.4802 -4.3845 0.6017 0.112
C 0.9466 -5.3096 -2.3707 -0.227
H 3.9155 -4.1714 0.4258 0.115
H 0.1396 -3.8201 5.4302 0.123
H -1.3541 -5.3383 0.6633 0.075
H -5.5732 -3.3850 3.9837 0.113
C 1.3662 5.5011 -4.1328 -0.199
H -4.7165 -1.5134 5.7590 0.115
H -1.5777 -0.4440 -1.4303 0.099
C -0.4471 -5.6953 -1.7417 -0.196
H -3.9824 -2.9386 2.2134 0.112
O 2.9876 9.4665 -1.2376 -0.165
Br 0.7736 -1.8484 -3.2457 0.985
H 6.0793 10.6156 -1.3704 0.114
H -1.3026 -4.5412 4.6899 0.105
O -1.5422 -3.9335 6.6399 -0.156
C -1.1108 1.3807 -0.2052 -0.169
C 1.6071 6.6162 -2.0689 -0.171
O 0.9538 0.4989 -4.5463 -0.194
C 3.3068 -3.3284 0.0155 -0.206
C 1.9042 -3.9336 -0.3307 -0.214
H -0.8596 -3.5236 -1.8212 0.028
C 3.0339 10.2802 -0.0584 -0.200
H 1.8292 7.5997 -3.9691 0.115
C 3.2625 -2.1812 1.0812 -0.201
H 1.1660 -3.1894 -0.6974 0.051
C -4.4488 -1.9039 -3.6504 -0.101
C -2.0621 -1.3610 -4.2300 -0.231
C -3.5554 -0.9416 -4.5346 -0.187
C -0.7084 -4.4832 5.6077 -0.197
C -1.8851 -4.9741 7.5642 -0.203
H -2.0388 -1.6467 -3.1579 0.078
H -0.4779 7.0921 -2.4396 0.117
H 0.7864 -4.4270 -3.0276 0.024
H 1.0305 -0.3784 2.5051 0.108
C 4.2416 9.5676 -1.9253 -0.204
S 2.0208 1.0405 -3.3622 0.743
O -2.4755 -2.3566 3.4838 -0.159
H 4.7757 8.6202 -1.7949 0.120
C -1.4746 -6.2860 6.9192 -0.175
H 4.0621 9.7210 -2.9909 0.118
H 1.9000 4.5580 -4.0001 0.082
C 2.1198 6.6560 -3.4968 -0.170
H -2.2766 -6.6518 6.2712 0.114
H -2.6160 -0.4753 4.3464 0.115
O -1.2436 -0.2138 -4.5525 -0.065
H -2.3364 -1.8267 5.4634 0.106
C -1.1129 0.4321 1.0454 -0.176
O 2.3700 2.4692 -3.5552 -0.275
H -4.9224 -1.0377 4.0671 0.114
H -1.0689 -1.7366 1.1582 0.077
C -2.8821 -1.5107 4.5695 -0.195
H 1.9608 -1.2076 -0.3566 0.069
N -0.4898 2.3100 -2.9803 0.128
H -0.5061 2.4019 -3.9908 0.102
H -1.0143 -6.3212 -2.4738 0.104
H 0.9407 -2.1415 2.0549 0.094
H -0.1147 -1.1587 -0.2289 0.070
H 3.0682 -4.9536 -1.8571 0.105
C -4.3772 -1.7056 4.7411 -0.166
O 0.1100 5.3977 -3.4433 -0.156
H 2.6301 9.7214 0.7877 0.118
H -1.3312 -4.7972 8.4924 0.117
H 2.6700 -0.0187 0.7639 0.108
H 4.2728 -1.7011 1.0652 0.103
H -0.0647 -6.5428 5.2543 0.114
H -2.3564 -4.4906 -1.7923 0.098
```

Multiplicity: 1
Kohn-Sham gap, Ha: 0.35557
Energy relative to the best compared isomer or geometry (same formula, charge and spin), kJ/mol: 135.3
Electronic energy, eV: -138220.7236
E_HOMO, eV: -9.1